This record from the Open Molecules 2025 dataset describes C29H13ClF15FeGeNO8SSe2 as an isolated structure in a non-equilibrium geometry. The level of theory is wB97M-V/def2-TZVPD.

The geometry in XYZ format:
```
72
C29H13ClF15FeGeNO8SSe2 (wB97M-V/def2-TZVPD)
Fe -0.1919 0.5114 -1.1963
O 1.1347 -2.1766 -4.0236
C 0.5800 -1.2893 -3.3063
O 0.4989 -1.2426 -2.0257
C -0.2187 -0.2472 -4.0460
C -0.6306 -0.3365 -5.4531
C -1.4770 0.6244 -5.9253
C -1.8170 1.7191 -5.0627
C -1.2646 1.8351 -3.8408
N -0.6071 0.7446 -3.2744
C -1.3734 2.9835 -2.7626
O -1.6873 4.1360 -3.0323
O -0.9947 2.4966 -1.6323
H -0.3743 -1.2436 -6.0464
H -1.9347 0.5710 -6.9252
H -2.4035 2.5714 -5.4177
C -2.6892 5.2150 -0.2831
Se -3.0912 4.8784 1.6298
C -3.9536 3.1493 1.3947
C -3.1800 2.0550 2.1621
Se -3.2265 2.1030 4.1840
C -5.1063 1.7667 4.2883
H -2.3568 4.3584 -0.8327
H -1.9512 6.0153 -0.3390
H -3.6833 5.6414 -0.5482
H -3.9513 2.9434 0.2793
H -4.9539 3.1801 1.6782
H -2.1432 2.0607 1.8675
H -3.6480 1.0745 1.8787
H -5.6583 2.6956 4.6074
H -5.5208 1.2759 3.4050
H -5.2563 1.0971 5.1367
F 2.3088 0.7762 -1.7729
C 3.2232 -0.2480 -1.6447
C 3.2562 -0.9993 -0.4889
C 4.0758 -2.1497 -0.4447
F 4.0478 -2.9323 0.6762
C 4.9818 -2.4405 -1.4550
F 5.9093 -3.3651 -1.3982
C 4.8410 -1.6952 -2.6617
F 5.6255 -2.0188 -3.7288
C 4.0264 -0.5946 -2.7136
F 3.8578 -0.0278 -3.9245
Ge 2.0176 -0.8194 0.9849
S 0.7296 1.0724 0.8319
C 0.7546 -2.3397 1.1635
C 0.6749 -3.3358 0.1923
F 1.6955 -3.6820 -0.5947
C -0.3913 -4.2304 0.1131
F -0.4669 -5.1778 -0.8505
C -1.4231 -4.1504 1.0218
F -2.5093 -4.9675 0.8861
C -1.3418 -3.2067 2.0597
F -2.3449 -3.0987 2.9566
C -0.2455 -2.3342 2.1674
F -0.1780 -1.4736 3.1569
C 3.1265 -0.5751 2.5760
C 3.1496 -1.4093 3.7044
F 2.3684 -2.5213 3.7350
C 4.0618 -1.2735 4.7397
F 4.1352 -2.1762 5.7153
C 4.8102 -0.0902 4.8185
F 5.4395 0.2284 5.9777
C 4.6759 0.8974 3.8487
F 5.2826 2.1045 3.8365
C 3.8767 0.5732 2.7653
F 3.8403 1.4989 1.7761
O -1.8182 -0.5811 -0.2068
Cl -3.0129 -1.0218 -0.9457
O -3.0259 -2.4528 -0.9386
O -4.0969 -0.4024 -0.2203
O -2.8070 -0.5271 -2.2523
```

Calculated values
Net charge ... -2
E_HOMO (alpha / beta) ... -3.2 / -2.7 eV
⟨S²⟩ ... 6.011
Total energy ... -333864.5955 eV
Molar mass ... 1142.29 g mol⁻¹
Energy relative to the best compared isomer or geometry (same formula, charge and spin) ... 0.00 kcal/mol
Multiplicity ... 5

Atomic partial charges in e from the Mulliken method, atoms 1 to 5: 1.810 -0.806 -0.292 -0.041 0.719